[1]
Formula: C4H30BO23
Source: the OMol25 dataset
Level of theory: ωB97M-V with the def2-TZVPD basis set

```
58
Properties=species:S:1:pos:R:3:forces:R:3
O 2.571767 -2.260648 -0.484998 0.61 0.13 0.01
C 1.543339 -1.662623 -0.408070 -0.21 -0.10 -0.09
O 1.371341 -0.355341 -0.449632 -0.90 -0.12 0.23
B -0.088520 -0.076868 -0.348035 0.01 -0.05 -0.63
O -0.740210 -1.398979 -0.270872 -0.04 -0.10 0.10
C 0.172489 -2.343942 -0.305430 0.30 1.03 -0.06
O -0.010288 -3.520131 -0.312148 -0.56 -0.79 0.18
O -0.619024 0.665088 -1.537413 0.28 -0.16 0.14
C -1.233808 1.745560 -1.133574 -0.14 0.07 0.42
O -1.878833 2.536330 -1.766459 0.13 -0.08 -0.34
C -1.065103 1.829624 0.399138 -0.06 -0.18 -0.49
O -0.450504 0.748044 0.809159 0.30 0.24 0.19
O -1.481095 2.735478 1.067218 -0.22 0.08 0.54
O -1.358933 1.771496 3.811988 -0.29 -0.02 0.00
H -1.572931 2.341192 3.057570 0.27 -0.08 -0.03
H -1.894342 2.102585 4.538606 0.08 0.05 0.03
O -0.291212 -3.591922 2.893002 -0.11 -0.02 -0.03
H -1.053523 -3.969611 2.442892 -0.01 0.03 0.00
H -0.627090 -2.795116 3.316444 0.07 0.04 -0.03
O -3.822907 0.417084 1.055846 -0.06 0.18 -0.04
H -4.168154 -0.211284 1.696511 0.05 -0.05 -0.02
H -3.565077 1.182700 1.580509 0.11 -0.06 0.06
O -4.384554 4.157715 0.008292 -0.18 -0.02 -0.05
H -4.368777 3.708908 0.857581 0.05 0.00 0.01
H -4.134451 3.473964 -0.623864 0.17 0.04 0.02
O 2.484351 1.662868 1.658068 0.09 -0.22 0.07
H 1.624233 1.348099 1.964306 -0.02 0.11 -0.08
H 3.064854 0.895163 1.765137 0.03 0.03 0.23
O 1.770032 -5.351800 -1.790340 -0.03 -0.14 -0.06
H 1.349203 -4.877318 -2.512236 0.07 0.09 0.01
H 1.046030 -5.560298 -1.182828 0.24 -0.13 -0.13
O 2.402139 -4.250212 1.532566 0.25 0.00 -0.05
H 2.694066 -4.005466 0.642001 -0.15 -0.16 0.13
H 1.448627 -4.126220 1.509470 -0.01 -0.03 0.14
O 2.852462 -1.628520 -3.391882 -0.20 0.01 -0.05
H 2.968183 -1.319008 -2.484872 0.17 -0.03 -0.06
H 2.261929 -0.983954 -3.793318 0.08 0.08 0.02
O 0.903362 4.327524 -1.907680 0.36 -0.32 0.07
H 1.384144 5.135490 -1.703485 -0.06 -0.06 0.05
H -0.007544 4.520214 -1.667926 0.00 0.24 -0.06
O -2.497360 -3.471482 -2.058257 -0.03 0.00 0.02
H -1.993770 -3.270458 -2.852246 -0.01 0.00 -0.01
H -1.907324 -3.222167 -1.334613 -0.09 -0.10 -0.08
O 3.162946 1.750750 -1.186205 0.25 0.07 -0.36
H 2.502170 2.315060 -1.606932 0.03 0.04 0.10
H 2.920636 1.740863 -0.252975 -0.36 0.25 0.18
O 4.628171 -0.540535 0.810406 -0.23 0.25 0.37
H 4.175703 0.185401 0.365182 0.26 -0.16 -0.45
H 4.059802 -1.303167 0.641965 0.06 -0.05 -0.16
O -0.263087 -6.356763 0.098666 -0.28 0.22 0.22
H -1.029601 -6.831444 0.431320 0.04 -0.14 -0.09
H -0.500207 -5.423406 0.198426 0.12 -0.03 -0.10
O -0.419734 5.230123 2.036455 -0.14 0.03 0.08
H -1.000079 5.969909 1.836078 0.01 0.00 -0.06
H -0.890932 4.456923 1.695408 0.14 0.07 -0.06
O -1.708816 5.434970 -2.288839 -0.11 -0.21 -0.05
H -2.440078 5.838017 -2.762780 -0.02 0.02 0.05
H -1.894123 4.481545 -2.302298 -0.14 0.14 0.04
```
Positions in Å, forces in eV/Å.

Its net charge is -1. The value obtained for the total energy is -52413.5682 eV. The value obtained for the HOMO energy is -8.045 eV. As for the multiplicity: 1. The value obtained for the LUMO energy is 1.8 eV. The calculation puts the gap between HOMO and LUMO at 9.877 eV.

***

[2]
Formula: C4H30NO12
Source: the OMol25 dataset
Level of theory: ωB97M-V with the def2-TZVPD basis set

```
47
Properties=species:S:1:pos:R:3:forces:R:3
O -1.955718 -0.766473 3.726877 0.23 1.31 1.24
C -1.920653 0.409149 3.451670 -1.01 0.07 -1.78
C -1.769747 0.671494 1.888591 -0.14 1.61 -0.08
C -0.620611 1.836288 1.637802 -1.09 -3.28 1.56
C -0.704167 2.444309 0.256788 -0.56 0.04 -2.02
O 0.489335 1.013811 1.987184 3.08 1.55 -1.71
N -1.275366 -0.596839 1.279688 1.35 2.57 -4.29
H -2.132571 1.371304 4.122408 0.60 -2.07 -0.91
H -2.800433 0.813925 1.388049 1.51 0.33 1.04
H -0.690719 2.492361 2.508701 -0.60 0.78 -0.66
H -1.650524 2.059269 -0.383331 2.00 1.43 1.73
H -0.611762 3.545244 0.328843 -0.79 -0.49 -0.20
H 0.154236 2.221088 -0.417383 -0.30 -0.40 0.79
H 1.491265 1.476770 1.656314 -2.55 -1.01 0.81
H -0.508841 -0.988335 1.726251 1.54 -1.17 1.75
H -0.800733 -0.436729 0.262296 -1.71 0.11 2.67
H -1.983087 -1.242990 1.055231 -1.43 -1.29 0.07
H 2.386487 -2.034292 -1.079116 3.95 3.93 -1.89
H 1.105512 -2.684579 -1.428056 -0.76 0.06 -1.36
O 1.786223 -2.611111 -0.791414 -3.51 -3.99 3.23
H 3.573973 3.012101 -1.906781 -0.30 0.22 -0.17
H 2.164399 3.334491 -1.610362 -11.97 2.73 -6.53
O 2.876875 3.167197 -1.266839 12.65 -3.11 6.97
H 0.556202 -1.971279 3.181645 0.40 -2.04 -0.53
H 0.828721 -3.610417 2.895269 -0.26 2.19 -0.04
O 0.629512 -2.707382 2.504745 -0.04 -0.06 0.86
H -2.845627 -0.965488 -1.644139 1.87 1.98 0.95
H -2.599809 0.594017 -1.193768 -0.40 -0.23 -0.29
O -2.152620 -0.216898 -1.456761 -1.27 -1.16 -0.71
H 3.216829 -1.607602 -2.814625 -0.39 -0.03 -1.10
H 3.328687 -0.049990 -2.386597 0.13 -1.98 -0.13
O 3.575060 -0.998176 -2.187643 0.29 2.08 1.04
H -0.733062 -4.224821 1.124059 -0.15 -0.11 0.32
H -0.084312 -3.491282 -0.010221 -0.35 -0.11 0.16
O -0.944581 -3.866552 0.261050 0.56 0.22 -0.31
H 1.117773 2.489049 -3.725686 0.93 -0.97 -2.74
H 0.235013 2.169414 -2.598025 0.10 -0.18 -0.05
O 0.869613 2.822202 -2.912610 -1.22 1.23 2.47
H -2.440428 -3.021515 -0.021206 0.15 0.79 -0.48
H -3.863389 -2.818498 -0.523293 1.44 1.42 0.46
O -3.028608 -2.272413 -0.331780 -2.00 -2.82 0.12
H -0.591117 -0.054545 -2.329645 -1.23 -0.45 1.23
H -0.616750 0.340692 -3.776365 1.20 -0.62 1.14
O 0.010265 0.086312 -3.035355 0.09 0.94 -2.64
H 3.203687 0.933438 1.168565 0.13 0.38 0.28
H 2.863513 2.087798 0.226340 -0.01 0.53 0.60
O 2.862074 1.846496 1.192655 -0.16 -0.91 -0.86
```
Positions in Å, forces in eV/Å.

Its net charge is +1. The value obtained for the total energy is -30686.1874 eV. The value obtained for the HOMO energy is -13.349 eV. As for the multiplicity: 1. The value obtained for the LUMO energy is -2.8 eV. The calculation puts the gap between HOMO and LUMO at 10.554 eV.

***

[3]
Formula: C4H30NO15
Source: the OMol25 dataset
Level of theory: ωB97M-V with the def2-TZVPD basis set

```
50
Properties=species:S:1:pos:R:3:forces:R:3
C 2.615030 2.660927 1.519803 -2.03 1.90 -2.24
N 2.137351 1.399907 1.483355 -1.19 -1.86 -0.10
C -0.326730 0.834899 1.347144 -0.28 0.14 0.63
C 1.093702 0.789533 0.705724 0.56 2.56 -1.45
C 1.479979 -0.795169 0.695571 1.29 -2.43 0.54
O 2.131121 -1.171942 1.684844 -0.63 1.43 -0.80
O 1.082972 -1.480581 -0.249838 -0.62 1.67 0.17
O 2.380571 3.449984 0.589491 1.04 -0.88 1.59
H 2.959311 3.010288 2.487988 0.74 -0.29 0.17
H 2.297073 0.782502 2.262550 0.60 0.11 1.19
H -1.060212 1.189607 0.592685 0.37 -0.70 0.38
H -0.387816 1.589286 2.157769 0.40 -0.36 -0.42
H -0.553421 -0.131982 1.818844 -0.41 0.35 -0.37
H 1.032072 1.266227 -0.317937 0.27 -0.84 0.99
H 2.430594 2.872265 -1.112465 -0.23 0.08 -0.13
H 2.247344 3.425102 -2.516652 -0.07 -0.18 -0.12
O 1.956878 2.701540 -1.946375 0.33 0.11 -0.21
H 1.551279 -3.104693 -0.732167 0.82 -0.22 -0.20
H 0.798535 -4.311274 -1.015824 0.61 -0.72 -0.27
O 1.725039 -4.007947 -1.064928 -1.33 0.55 0.46
H 1.397077 0.047451 4.241405 -0.19 -0.24 0.17
H 2.568592 -0.746421 3.632749 -0.12 -0.25 0.05
O 2.340128 0.075369 4.073960 0.31 0.60 0.15
H -0.881619 -3.333557 -1.432133 0.43 0.08 -0.05
H -2.180021 -3.259451 -0.629474 0.01 0.12 -0.59
O -1.815490 -3.505542 -1.511415 -0.41 0.00 0.24
H -0.909804 -1.036544 -3.343029 -0.44 -0.09 -0.96
H -1.995798 -1.892151 -2.849018 -0.55 -0.70 -0.26
O -1.774503 -1.397983 -3.652699 0.54 0.45 0.78
H -1.976811 -2.822505 1.370951 -0.26 0.58 0.10
H -2.654936 -1.466930 0.886172 0.24 0.26 0.25
O -2.665261 -2.421850 0.816341 0.07 -0.81 0.11
H 0.675903 -1.271008 -2.159771 -0.07 1.22 -0.39
H 1.192321 -0.627432 -3.411494 0.25 0.33 -0.52
O 0.564789 -0.450635 -2.710253 0.36 -1.33 0.94
H -2.208595 0.084796 -2.452806 -0.37 -0.23 -0.42
H -1.164850 0.174190 -1.389996 -0.15 0.21 0.03
O -2.099393 0.379696 -1.537147 0.52 -0.65 0.16
H -2.134627 3.346587 -0.734927 0.05 -0.62 -0.50
H -2.580316 1.861917 -1.247925 0.15 1.33 0.53
O -2.868201 2.716477 -0.820755 -0.47 0.09 0.17
H 1.399872 -2.621935 2.160551 0.08 -1.08 0.00
H 1.525037 -3.892900 1.301697 0.04 -0.06 0.25
O 1.209926 -3.586481 2.165775 -0.28 0.36 -0.16
H -3.334769 2.004434 0.995754 -0.25 -0.37 -0.82
H -3.758527 0.576434 0.512290 -0.06 0.40 -0.57
O -3.622292 1.123710 1.282831 0.19 -0.29 1.36
H 0.113981 3.841894 0.116875 -0.17 0.18 -0.47
H 0.371648 3.366091 -1.316609 -0.34 0.22 0.18
O -0.324132 3.765798 -0.747482 0.65 -0.16 0.40
```
Positions in Å, forces in eV/Å.

The value obtained for the total energy is -36835.8706 eV. The value obtained for the HOMO energy (alpha / beta) is -10.370 / -10.362 eV. As for the multiplicity: 2. The value obtained for the LUMO energy (alpha / beta) is -0.4 / -5.9 eV. The calculation puts the gap between HOMO and LUMO (alpha / beta) at 9.956 / 4.444 eV.